# 1
A structure of composition C29H31BaGeN5O7S. Source: OMol25; level of theory: wB97M-V/def2-TZVPD.

Results
relative energy (zero: lowest compared OMol25 entry of this formula, charge and spin) = 12.6 kJ/mol
lowest unoccupied orbital energy = 4.21 eV
net charge = -2
strongest force on any atom = 0.18 eV/A

Atoms and positions in Å:
Ba 0.59484 0.24866 -1.20668
O -2.17477 -0.28602 -1.75673
C -2.60055 -0.89802 -2.96063
C -1.57367 -0.71734 -4.06336
N -0.23325 -1.13693 -3.69808
C -0.09581 -2.56533 -3.47090
C 1.15840 -2.95330 -2.65481
O 1.45289 -4.15533 -2.64191
O 1.74333 -2.01622 -2.03224
C 0.72651 -0.65272 -4.68310
C 0.82410 0.88999 -4.72205
O 1.04322 1.40642 -5.82482
O 0.69145 1.47214 -3.60282
H -2.38539 -0.92342 -1.03821
H -3.54114 -0.44596 -3.30218
H -2.79774 -1.95870 -2.77601
H -1.51995 0.34390 -4.31326
H -1.94250 -1.24755 -4.96300
H -0.09271 -3.13806 -4.41165
H -0.94441 -2.92655 -2.88395
H 0.48992 -1.01982 -5.69354
H 1.71156 -1.03627 -4.40683
N 2.93326 -6.87700 1.78872
C 2.28906 -5.62265 1.83915
C 1.66577 -5.19895 3.01147
C 1.03823 -3.96411 3.06132
C 1.05699 -3.13937 1.94947
C 1.69299 -3.54239 0.78317
C 2.30019 -4.78365 0.72813
S 0.19415 -1.59529 1.97503
O 1.12310 -0.57795 1.51249
O -0.35421 -1.41921 3.29769
N -0.91653 -1.66434 0.82289
C -1.89282 -2.57829 0.86573
N -1.93575 -3.55694 1.80305
C -2.92842 -4.42037 1.73261
C -3.92674 -4.37406 0.76907
C -3.80963 -3.33805 -0.14526
N -2.83176 -2.45571 -0.11391
H 2.48423 -7.57077 2.36770
H 3.02954 -7.21840 0.84366
H 1.65979 -5.84842 3.88107
H 0.51233 -3.63781 3.94804
H 1.71434 -2.91292 -0.10008
H 2.75397 -5.09768 -0.20526
H -2.93012 -5.19524 2.49671
H -4.73389 -5.09046 0.73080
H -4.54500 -3.21088 -0.93636
Ge 1.40428 3.30573 1.34962
C -0.52131 3.62590 0.99917
C -1.41964 4.00532 1.99655
C -2.76712 4.19276 1.72102
C -3.24562 4.00934 0.42924
C -2.36687 3.64528 -0.58008
C -1.01880 3.45868 -0.29299
C 1.98438 5.09910 2.04047
C 2.40313 6.09618 1.15885
C 2.77375 7.35602 1.60992
C 2.73935 7.64735 2.96850
C 2.33601 6.66763 3.86461
C 1.96557 5.41022 3.39914
H 1.47322 2.46324 2.64687
H -1.06311 4.14855 3.01200
H -3.44841 4.47367 2.51694
H -4.29901 4.14511 0.21254
H -2.72593 3.49812 -1.59182
H -0.33760 3.19427 -1.09807
H 2.44667 5.87421 0.09668
H 3.09310 8.11334 0.90208
H 3.02935 8.62939 3.32498
H 2.31145 6.88092 4.92811
H 1.65907 4.65068 4.11262
C 2.14415 2.54793 -0.20440
H 3.18242 2.23094 -0.06668
H 2.09012 3.23748 -1.05621

***

# 2
A structure of composition C29H31Cl4CrFN3O2S. Source: OMol25; level of theory: wB97M-V/def2-TZVPD.

Results
relative energy (zero: lowest compared OMol25 entry of this formula, charge and spin) = 26.7 kJ/mol
lowest unoccupied orbital energy (alpha / beta) = 2.48 / 2.47 eV
spin multiplicity = 5
net charge = -1
strongest force on any atom = 0.48 eV/A

Atoms and positions in Å:
Cr -0.08330 0.29152 0.89731
Cl 5.93406 2.05927 -1.63628
C 4.24683 1.69493 -1.47571
C 3.43106 1.62979 -2.58717
Cl 4.08086 1.91410 -4.16859
C 2.06881 1.32887 -2.44067
Cl 1.02223 1.22104 -3.81660
C 1.51060 1.09493 -1.18850
O 0.25270 0.79841 -0.99594
C 2.35932 1.16473 -0.03691
O 1.80729 0.91193 1.12788
C 3.70328 1.45858 -0.20391
Cl 4.70421 1.49110 1.21510
C -1.71801 3.30804 0.70024
C -2.68445 2.27896 0.10913
C -3.73547 2.97041 -0.76018
C -3.31999 1.43645 1.19973
C -4.23678 2.01657 2.07158
C -4.83216 1.27339 3.07588
C -4.50760 -0.06819 3.20788
C -3.58404 -0.68560 2.36870
C -3.31063 -2.16543 2.60933
C -3.87433 -3.04611 1.49169
C -1.85433 -2.52865 2.90315
C -2.97609 0.08084 1.35386
N -1.95605 -0.47718 0.55056
C -2.33025 -1.00413 -0.65207
C -3.57788 -0.82966 -1.27526
C -3.86993 -1.40021 -2.50739
C -2.93643 -2.17467 -3.17587
C -1.69739 -2.38913 -2.57347
C -1.43194 -1.82436 -1.35438
F -0.24289 -2.11796 -0.74995
H -1.35830 3.98444 -0.07615
H -0.83725 2.83599 1.14539
H -2.20593 3.90368 1.47619
H -2.10596 1.61211 -0.53255
H -4.30206 3.71629 -0.19804
H -4.44213 2.24949 -1.17299
H -3.25010 3.48121 -1.59263
H -4.48565 3.06540 1.95986
H -5.54296 1.73295 3.75143
H -4.96899 -0.65441 3.99511
H -3.87760 -2.40480 3.51707
H -3.33786 -2.89616 0.55691
H -4.92785 -2.82615 1.31025
H -3.78586 -4.10036 1.76643
H -1.20756 -2.28262 2.06192
H -1.78522 -3.60311 3.09237
H -1.48269 -2.00630 3.78623
H -4.32763 -0.23416 -0.76952
H -4.84410 -1.22662 -2.94825
H -3.15724 -2.60934 -4.14072
H -0.93285 -2.99714 -3.03957
C 1.78649 -3.87251 1.78009
S 2.61266 -2.27678 1.67269
C 2.97437 -2.24679 -0.09003
H 0.92129 -3.89686 1.11821
H 1.44230 -3.99935 2.80487
H 2.46236 -4.69062 1.53129
H 3.71939 -3.00084 -0.34202
H 3.37001 -1.25989 -0.32285
H 2.06537 -2.39962 -0.66622
N 0.99841 0.17925 3.60684
C 0.93193 0.52111 4.90147
C -0.36118 0.93625 5.14793
C -1.01195 0.82844 3.90993
N -0.17608 0.36518 2.98608
H 1.80558 0.00096 3.01567
H 1.79615 0.45031 5.53808
H -0.77501 1.27083 6.08108
H -2.03567 1.04187 3.65120

***

# 3
A structure of composition C29H31F3N2O2S2SbZn. Source: OMol25; level of theory: wB97M-V/def2-TZVPD.

Results
relative energy (zero: lowest compared OMol25 entry of this formula, charge and spin) = 0.0 kJ/mol
lowest unoccupied orbital energy = -3.12 eV
net charge = +1
strongest force on any atom = 0.23 eV/A

Atoms and positions in Å:
Zn 1.09780 1.00241 0.29933
C 0.84182 1.69502 4.78303
S 0.72524 2.18555 3.07790
C 2.10299 3.30524 3.00619
O 1.19855 0.91589 2.34245
H 1.83273 1.28381 4.97085
H 0.07556 0.94598 4.96863
H 0.65605 2.57129 5.40293
H 1.86082 4.17995 3.60926
H 2.19284 3.57596 1.95577
H 2.99292 2.80013 3.38017
N 6.45649 -3.07155 -1.76193
C 5.51475 -3.38229 -0.85527
S 5.34742 -4.83467 -0.12962
C 4.52648 -2.29133 -0.59276
C 3.97874 -1.55708 -1.63970
C 3.02317 -0.60185 -1.35404
N 2.61543 -0.34223 -0.10847
C 3.15419 -1.03759 0.90281
C 4.09969 -2.02052 0.70189
H 7.16112 -3.76129 -1.97111
H 6.62596 -2.11821 -2.03406
H 4.26888 -1.75179 -2.66334
H 2.56401 -0.02013 -2.14483
H 2.79811 -0.78867 1.89325
H 4.49360 -2.58614 1.53374
C -0.52470 4.11487 -1.12619
C 0.89873 3.59330 -1.00484
C 1.29620 2.78146 -2.23199
O 1.04148 2.84575 0.17890
H -0.63760 4.77728 -1.98636
H -0.80115 4.66361 -0.22614
H -1.22254 3.28066 -1.23722
H 1.57849 4.45527 -0.94661
H 0.63334 1.91109 -2.33043
H 2.33075 2.44050 -2.14271
H 1.21121 3.36033 -3.15279
F -1.76230 -5.48838 3.10134
C -1.64612 -4.37506 2.36539
C -2.15399 -4.37000 1.08094
C -2.02883 -3.21559 0.32302
C -1.40553 -2.08834 0.85104
C -0.88485 -2.13574 2.14402
C -1.00896 -3.27984 2.91662
Sb -1.16501 -0.30143 -0.24729
C -2.82239 0.83597 0.39828
C -3.17357 0.84047 1.74532
C -4.21675 1.63187 2.20034
C -4.89275 2.41587 1.28484
F -5.90397 3.18175 1.71680
C -4.57000 2.43606 -0.05757
C -3.52363 1.63863 -0.49706
C -1.79833 -0.83741 -2.17692
C -3.12985 -1.18550 -2.40815
C -3.55520 -1.53804 -3.67803
C -2.63087 -1.53151 -4.70726
F -3.03633 -1.86736 -5.93725
C -1.30761 -1.18622 -4.51654
C -0.89753 -0.83773 -3.23852
H -2.63181 -5.25796 0.69097
H -2.41643 -3.20888 -0.68756
H -0.35097 -1.28190 2.54994
H -0.61340 -3.34114 3.92100
H -2.65195 0.20591 2.45473
H -4.51555 1.64348 3.23930
H -5.13088 3.06441 -0.73547
H -3.26460 1.64946 -1.54919
H -3.85031 -1.17274 -1.59848
H -4.58178 -1.81018 -3.88034
H -0.62659 -1.19143 -5.35602
H 0.13907 -0.56149 -3.07890